Version one
Molecular formula: C3H3FS2
Method: DFT, ωB97M-V/def2-TZVPD

Bonds (Å) are listed after each position.
Element x y z (Å)
1 C 0.31143 -0.05150 -0.02789  C2 1.290, C3 1.433, H7 1.022
2 C -0.00091 1.20049 -0.01972  C1 1.290, H8 1.080
3 C 1.65890 -0.52133 0.10225  C1 1.433, S5 1.668, H9 1.165
4 F -2.67913 -0.85358 -0.30222  S6 1.693
5 S 2.10115 -2.11667 -0.10274  C3 1.668
6 S -3.33373 0.66097 0.07714  F4 1.693
7 H -0.39796 -0.78374 0.03799  C1 1.022
8 H -0.10530 2.24053 -0.29225  C2 1.080
9 H 2.44554 0.22482 0.52743  C3 1.165

Output
HOMO (spin up / spin down) ... -8.42 / -8.42 eV
Kohn-Sham gap (spin up / spin down) ... 5.568 / 5.563 eV



Version two
Molecular formula: C3H3FS2
Method: DFT, ωB97M-V/def2-TZVPD

Bonds (Å) are listed after each position.
Element x y z (Å)
1 C -0.47714 1.05504 0.46746  C2 1.308, C3 1.503, H7 1.147
2 C -1.05394 2.10213 -0.06425  C1 1.308, F4 1.280
3 C -0.49954 -0.39677 0.07777  C1 1.503, S6 1.822, H8 1.060, H9 0.996
4 F -1.11335 3.37659 0.03345  C2 1.280
5 S -3.48909 -0.17892 -0.27615  S6 1.894
6 S -2.08550 -1.19252 0.49198  C3 1.822, S5 1.894
7 H 0.15152 1.41188 1.35770  C1 1.147
8 H -0.32936 -0.43183 -0.96829  C3 1.060
9 H 0.18252 -0.98057 0.50996  C3 0.996

Output
HOMO (spin up / spin down) ... -8.49 / -8.52 eV
Kohn-Sham gap (spin up / spin down) ... 6.985 / 8.333 eV



Consider the structures shown above. The most stable of them is version two.